No. 1
Below is C31H41BrGe2PdSe as an isolated structure, with properties calculated with ωB97M-V with the def2-TZVPD basis set.

XYZ file:
```
77
Properties=species:S:1:pos:R:3:forces:R:3
Br -4.79592 -0.90317 -5.87985 -0.001 0.000 -0.001
C -0.36118 -4.75347 -1.64315 0.006 -0.002 -0.024
H 3.80345 -1.33490 1.90828 0.008 0.009 -0.002
C 4.63367 -0.92402 1.33139 -0.027 -0.008 -0.006
H 4.34614 -2.02114 -3.90960 0.007 0.006 -0.002
H -3.35053 2.55702 0.02375 -0.009 -0.003 0.013
Pd -0.04764 -0.16776 -1.20901 -0.053 -0.101 -0.138
H -0.54428 2.47880 1.08192 0.004 0.001 0.006
H 2.12058 0.36376 -3.20783 -0.007 0.000 0.021
Ge -1.88216 0.51639 0.16912 0.026 0.077 0.055
H -2.19488 -4.81668 0.25500 -0.019 0.005 0.034
H -3.02122 -6.40537 4.13820 0.001 -0.002 -0.001
C -4.75024 0.91266 -0.20906 0.003 -0.003 -0.014
C -3.51084 -1.61183 -3.44164 0.000 -0.003 0.001
H -2.58763 -2.17624 -1.61139 0.005 -0.010 0.040
C -1.72926 -0.34994 -2.36611 0.036 -0.021 0.039
H -3.37553 -1.13315 1.62053 0.002 -0.007 0.004
Ge 0.01910 -2.28589 0.06832 0.062 0.048 0.036
H 0.30895 -4.47188 2.44663 -0.011 -0.007 0.008
H -5.57730 1.51529 -0.58901 0.000 -0.001 -0.003
H 4.62821 0.15421 1.50135 0.000 0.003 -0.006
C 1.21104 -4.32911 1.85331 0.006 0.007 -0.009
C 2.17999 -0.72523 -3.12846 0.016 0.091 -0.010
C -2.23287 -3.23630 3.24191 0.009 -0.015 0.000
C 1.36485 -2.88344 1.37201 0.025 -0.028 -0.006
H 2.29069 -1.13958 -4.13021 0.004 0.051 -0.024
C 0.24545 -3.35150 -1.59174 0.033 -0.014 0.026
H 6.30538 -3.83606 -3.28458 0.002 0.000 0.000
C 6.64910 -2.91983 -2.80145 0.000 -0.011 0.001
H -0.05315 -5.37652 -0.80373 -0.023 -0.005 0.006
C -3.55726 -0.67946 -4.46174 0.000 0.002 0.003
H 2.06398 -4.61128 2.47422 0.002 -0.002 0.009
C -3.40434 1.58713 -0.47716 -0.020 -0.022 -0.021
H -4.80290 -0.06412 -0.69476 0.000 -0.001 0.001
C -1.81562 0.57519 -3.41237 0.014 0.015 -0.004
Se 2.00014 0.11567 0.04418 -0.013 0.006 0.049
H 7.42638 -3.18689 -2.08647 0.000 -0.001 -0.001
H 1.33394 -3.40245 -1.70528 -0.021 -0.007 -0.016
C -2.64038 -5.74149 2.13213 0.004 -0.007 0.011
H -2.05970 -2.25721 3.67174 -0.001 0.000 0.008
C 5.54268 -1.91176 -0.77047 -0.003 0.002 -0.027
H -0.08618 0.99526 1.90149 -0.002 -0.006 -0.006
C -0.94107 1.57314 1.54580 -0.021 0.020 -0.007
H -2.80430 -6.71680 1.69173 0.000 -0.001 0.004
C -2.60106 -1.43859 -2.40432 0.008 0.041 -0.013
C 5.51158 -2.20485 -2.12511 -0.011 0.003 0.029
C -2.09568 -3.40313 1.86392 0.044 -0.024 0.009
H -1.38158 2.51929 3.45996 0.000 0.001 0.000
H -2.65469 -4.16597 5.12472 -0.001 -0.001 0.000
H 1.21173 -1.08827 -2.76307 0.018 -0.110 0.000
C 4.50047 -1.24423 -0.13332 0.017 -0.004 0.010
H 5.56620 -1.32798 1.72345 0.002 -0.001 0.005
H -4.17789 -2.46372 -3.45242 0.001 0.002 0.000
C 4.39366 -1.80779 -2.84648 -0.044 -0.064 0.013
H 2.33182 -2.75122 0.88141 -0.034 -0.005 0.007
H -0.13498 -2.76706 -2.42833 -0.014 -0.012 0.000
H -1.45152 -4.71378 -1.65329 0.012 0.008 -0.017
H -2.75587 2.47736 2.36314 0.000 0.001 -0.001
H 7.10195 -2.29456 -3.57302 -0.001 0.002 0.000
H 6.40801 -2.20260 -0.18449 0.003 -0.003 -0.002
C -2.76576 -5.56689 3.50361 -0.005 -0.006 -0.008
C -2.71242 0.41798 -4.46016 0.005 0.002 -0.003
C -2.56172 -4.31051 4.05590 0.003 0.018 -0.006
H -4.92045 0.75837 0.85852 0.001 0.002 0.000
H -1.17310 1.45052 -3.42063 -0.002 0.000 -0.003
H -2.75724 1.14146 -5.26296 0.000 0.002 -0.002
C -2.29879 -4.67019 1.32166 -0.010 0.013 -0.002
C -2.45786 -1.12832 1.03079 -0.012 -0.035 -0.003
H 1.17321 -5.03512 1.02181 0.019 0.003 -0.004
C -1.88321 1.91440 2.70199 0.004 -0.004 0.001
H -0.05468 -5.26037 -2.56054 0.010 -0.003 0.006
C 3.37414 -0.86896 -0.87977 0.027 0.099 0.059
C 3.32544 -1.14578 -2.25149 -0.023 -0.036 -0.071
H -2.24822 1.01007 3.19440 0.000 0.001 0.000
H -3.28566 1.77141 -1.54391 0.014 0.013 0.024
C -1.72035 -2.24112 1.01587 -0.077 0.061 -0.067
H 1.34088 -2.18623 2.21178 0.003 -0.014 -0.006
```
Forces are in eV/Å.

Output
ΔE to the lowest compared entry with this formula, charge and spin, kcal/mol: 1.9
HOMO-LUMO gap, Eh: 0.2675
Total charge: 0
Max |F|, eV/A: 0.179
DFT total energy, eV: -284713.0754

No. 2
Below is C31H41CoIN2O2 as an isolated structure, with properties calculated with ωB97M-V with the def2-TZVPD basis set.

XYZ file:
```
78
Properties=species:S:1:pos:R:3:forces:R:3
C -2.08390 3.52492 -1.93883 0.025 0.073 0.013
H -2.05465 5.64343 -2.02974 0.003 0.006 -0.001
H 0.95499 -1.31195 -4.88346 -0.014 0.000 -0.015
H -0.50299 -3.57773 1.38752 0.011 -0.006 -0.013
C -0.77980 2.31248 -0.22160 0.034 0.053 0.066
H -0.58225 -4.34758 -2.86109 0.008 0.004 -0.007
O -1.72007 -0.07581 -1.51325 0.149 -0.043 0.006
N -0.10516 1.30757 0.22586 -0.006 -0.085 0.008
O -0.19277 4.89907 -1.44935 -0.017 0.006 0.007
C -1.61983 2.30844 -1.38182 -0.011 -0.097 -0.056
C -3.06962 1.17562 -2.96465 0.049 -0.026 -0.011
H -1.03660 -5.13462 0.74611 -0.002 -0.004 -0.002
H 4.34269 -0.27406 1.64275 0.010 0.005 -0.005
H 2.34391 1.96923 4.87114 0.005 0.001 0.004
C 0.53899 1.50480 1.48108 -0.047 0.008 -0.121
C -0.61446 -3.67466 -0.78741 -0.044 -0.006 -0.050
C 2.06143 -0.97566 -0.87576 0.163 0.092 -0.012
C 3.39970 -0.65927 1.25051 0.009 -0.037 -0.015
H 4.26332 -2.46738 -0.55895 0.004 -0.005 0.003
H 5.45062 -1.16268 -0.40036 0.005 -0.009 -0.007
C 1.33691 -2.01571 -0.19754 -0.057 -0.005 -0.082
H -0.18646 -0.09490 -4.27138 -0.001 -0.011 0.002
C 3.22975 -0.19349 -3.95467 -0.021 -0.016 0.022
C -3.62196 -0.10348 -3.51481 0.061 0.017 -0.034
H 3.95609 1.13200 -1.62834 0.005 0.008 0.002
C 1.83522 1.85020 3.92420 0.002 0.053 -0.065
H 4.55709 -1.37862 -1.91262 0.004 0.004 -0.006
C -2.08361 1.09205 -1.91669 -0.089 0.120 0.012
N -3.46421 2.31321 -3.47203 -0.015 0.020 0.009
H 1.07614 0.37078 -5.40725 0.010 0.004 0.002
H 3.36389 0.36183 -4.88550 0.000 0.003 -0.009
C -0.35334 -4.29896 0.58240 -0.006 0.008 0.001
C -2.07309 -3.21396 -0.87701 0.004 -0.007 0.024
H -0.26588 -1.87844 -3.05873 0.015 -0.017 -0.008
H 2.15523 1.89186 -2.23691 0.006 0.001 0.007
H -1.01525 -5.60514 -1.69866 -0.001 -0.004 0.007
H 0.66942 -5.07579 -1.84714 0.000 -0.008 -0.011
H -2.30686 -2.48278 -0.10179 0.016 0.009 0.014
H 1.90783 2.14938 -3.96268 -0.002 -0.006 -0.015
H 2.98910 1.63711 -0.24443 -0.014 0.012 0.010
C 1.46528 2.52834 1.65082 0.036 0.027 -0.003
C 0.88553 0.85167 3.77514 -0.023 -0.049 0.020
C 0.43265 -1.77860 -2.24432 -0.069 0.096 -0.040
H 3.33206 -1.70567 1.54938 0.004 0.018 0.005
C 0.85207 -0.27545 -4.55686 0.003 0.001 0.017
H 0.08728 5.78546 -1.20214 0.008 0.009 -0.002
H -1.97641 4.99826 -0.38506 0.003 0.009 0.002
C 0.23714 0.68174 2.56016 0.012 -0.020 0.093
C 0.33423 -2.52049 -1.03804 0.045 -0.020 0.097
H 0.54462 1.73992 -2.91973 0.007 0.009 0.003
H 4.68420 1.20361 -0.03285 0.009 -0.014 0.008
C 1.50494 -0.84341 -2.20366 -0.053 -0.133 0.007
Co -0.02407 -0.42198 -0.73606 -0.079 -0.014 -0.053
H 0.64350 0.20268 4.60566 -0.008 -0.001 -0.002
C -0.36939 -4.74022 -1.86548 0.027 0.010 0.013
H 1.53938 -2.36297 0.80097 -0.001 0.037 0.011
H -3.90302 -0.77931 -2.70747 -0.045 -0.012 -0.004
C -2.96339 3.47079 -2.98191 -0.027 -0.033 0.024
H -4.47369 0.11080 -4.15524 -0.019 0.012 0.023
H -3.31220 4.37995 -3.45747 -0.004 0.001 -0.011
C 3.38925 -0.49853 -0.27851 0.004 0.030 0.080
H 2.58921 -0.11083 1.72714 -0.023 0.015 0.002
H -2.27799 -2.73478 -1.83513 -0.006 -0.014 -0.018
C 1.60312 1.54530 -3.10430 -0.033 0.002 0.045
H -2.86185 -0.62074 -4.10745 0.013 -0.016 0.031
H 0.66819 -4.67937 0.64907 0.000 -0.007 0.014
C -1.62167 4.85178 -1.41365 0.010 -0.036 -0.009
H 2.84566 3.48916 2.97254 0.005 0.005 -0.002
C 3.76910 0.95330 -0.57385 -0.022 -0.033 -0.049
I -1.24727 -0.76856 2.38677 -0.020 0.019 0.070
H -2.74229 -4.07036 -0.76112 -0.009 0.010 -0.017
C 4.48176 -1.43247 -0.82863 0.007 0.005 0.013
H 4.01626 0.11976 -3.27344 -0.003 0.006 0.010
C 2.11521 2.69894 2.86216 -0.019 -0.044 0.024
H -0.74496 3.23273 0.35935 -0.006 0.000 -0.018
H 1.68216 3.17790 0.81148 -0.005 -0.003 -0.011
C 1.81639 0.05524 -3.40644 0.020 0.016 -0.049
H 3.37257 -1.25490 -4.16944 0.008 0.002 -0.001
```
Forces are in eV/Å.

Output
Multiplicity: 2
ΔE to the lowest compared entry with this formula, charge and spin, kcal/mol: 0.5
HOMO-LUMO gap (spin up / spin down), Eh: 0.2655 / 0.2868
Total charge: 0
Max |F|, eV/A: 0.188
DFT total energy, eV: -85616.2568
⟨S²⟩: 0.7927

No. 3
Below is C31H41CrN6O3S as an isolated structure at a distorted geometry, with properties calculated with ωB97M-V with the def2-TZVPD basis set.

XYZ file:
```
83
Properties=species:S:1:pos:R:3:forces:R:3
H -2.61196 1.05112 -2.66217 0.029 -0.117 0.150
H -0.11308 -3.54842 -1.19702 0.106 -0.125 -0.026
C 0.06504 4.22697 -4.24115 -0.056 0.029 0.025
N 1.02729 2.32507 -2.06815 0.072 -0.200 -0.143
H -3.27022 0.14068 2.42352 0.007 -0.083 0.079
C 4.19822 -1.94991 0.17676 0.093 -0.019 -0.015
O -6.77992 -3.94782 -1.60638 -0.033 0.038 0.084
H -3.22141 3.40365 -2.05338 -0.011 -0.016 -0.057
H 5.58357 3.31669 -3.55903 -0.011 -0.025 0.050
C 3.26446 2.52567 -1.21736 0.053 -0.133 -0.058
C 3.19193 -1.03744 0.45939 -0.070 0.079 0.065
H 0.54615 4.55626 -5.16438 -0.026 -0.012 0.046
C 3.81473 2.78751 -2.47063 -0.052 0.044 0.078
N 1.91306 -1.29457 0.20916 0.490 -0.614 -0.299
C 2.66126 -1.31449 3.82291 -0.038 -0.006 0.002
H -2.75761 -0.22883 0.23450 0.056 0.055 0.051
H 1.98059 0.98947 2.68196 0.004 -0.008 0.064
H 2.23362 -4.29337 -1.26307 0.058 0.032 0.086
C 5.15802 3.11746 -2.58291 -0.046 -0.006 -0.030
H -3.13712 3.86133 -3.76680 -0.027 -0.066 0.063
H -2.48131 1.51930 -4.35043 0.060 -0.023 -0.014
C 4.06312 2.61934 -0.07903 -0.008 0.037 0.079
C 1.86162 2.04742 -1.09145 -0.325 0.215 0.309
H 1.79818 1.14483 4.44398 -0.018 0.001 -0.007
N -0.95742 2.22769 -3.14166 0.066 -0.200 -0.041
H 3.40886 -0.06482 0.87463 -0.014 0.058 0.044
H 6.02012 3.03168 0.69459 -0.049 0.022 -0.059
H 0.69711 2.17638 -4.43235 -0.003 -0.048 0.003
H -6.07269 -4.39556 -2.07793 0.093 -0.030 -0.085
O -7.09253 -2.22302 -0.27157 -0.054 0.119 0.092
H -1.50438 -1.20495 5.47968 -0.005 0.086 0.057
C 3.86706 -3.14608 -0.42791 0.105 -0.072 -0.019
H -4.35675 2.70155 -3.21907 0.066 0.043 0.006
C -3.88216 -3.55307 -1.29926 0.053 -0.072 -0.053
O 1.58191 1.38204 -0.03960 0.954 0.145 0.185
H -3.67777 -0.46437 4.04373 0.089 0.050 -0.007
H 2.63239 -2.40495 3.75381 0.005 0.051 0.019
S -1.18245 1.68832 -0.52739 -0.295 -0.158 -0.434
H 3.07610 -1.04450 4.80836 -0.020 0.003 -0.040
H 4.63401 -3.87377 -0.66492 -0.067 0.044 -0.009
C -3.06444 -1.16819 -0.19396 0.142 0.186 0.075
C -0.22928 2.73459 -4.32396 -0.044 0.177 0.010
C -2.53293 -3.27720 -1.17042 0.232 -0.057 -0.071
C -4.41366 -1.44816 -0.31721 -0.060 0.030 0.033
H -1.84401 -4.03669 -1.51232 -0.055 0.008 0.012
C 2.53732 -3.39098 -0.74476 -0.028 -0.280 -0.162
N -1.65324 -0.78239 3.41488 0.074 0.111 -0.027
C 0.47027 -1.21134 4.71141 -0.116 -0.125 -0.150
H -5.16012 -0.74581 0.03063 0.041 -0.001 0.006
Cr 0.31518 -0.05207 0.18570 -0.764 1.624 0.265
H -2.68195 0.99286 3.85284 -0.001 -0.025 -0.062
H -2.60724 -2.24831 2.25867 0.062 0.007 0.024
H 3.61538 2.46102 0.89652 0.055 -0.052 -0.077
H -1.00873 -2.70948 2.87413 -0.057 0.027 0.027
H -0.85548 4.80122 -4.11296 0.074 -0.035 -0.026
C 0.16854 -2.62903 -0.70249 0.239 -0.316 0.103
C 1.37222 0.68209 3.53836 0.052 0.096 -0.065
H -0.85165 2.52583 -5.19075 -0.068 -0.038 -0.002
C -3.32684 3.03636 -3.07554 0.049 0.039 -0.013
H -2.41773 -2.69207 3.96382 -0.008 0.015 -0.031
H 0.36632 1.07343 3.38810 0.044 0.035 -0.035
C -1.93470 -2.17970 3.11552 0.062 0.033 -0.060
C 1.59391 -2.44731 -0.40535 -0.148 0.037 0.063
C -2.09942 -2.07652 -0.60706 -0.052 0.038 0.082
C 5.95463 3.18898 -1.44776 -0.005 0.029 0.007
H 7.00540 3.43727 -1.53834 -0.054 0.003 0.003
H 0.91275 -0.92129 5.67832 -0.041 -0.027 0.076
H -0.94513 0.38767 4.98238 0.000 -0.006 -0.038
N 1.32729 -0.76760 3.61866 0.044 0.001 -0.118
H 0.73153 4.44111 -3.40546 -0.055 -0.006 -0.072
C -4.84087 -2.64845 -0.86527 -0.095 -0.014 0.085
C -2.88497 0.00509 3.43729 -0.008 -0.113 0.043
H 3.17879 2.71731 -3.34349 0.042 0.007 0.002
C -0.95246 -0.66392 4.69228 -0.057 -0.036 -0.049
H 0.44913 -2.30386 4.69048 0.021 -0.008 0.014
H 3.34977 -0.93710 3.06502 -0.058 -0.015 0.029
C -2.37526 1.87447 -3.32609 0.072 0.289 0.092
C -6.32829 -2.90876 -0.87960 0.104 -0.034 -0.158
H -4.15293 -4.51191 -1.72433 -0.006 -0.014 0.024
C -0.29292 2.05967 -1.99829 -0.084 0.198 0.152
N -0.70219 -1.75798 -0.36327 -0.739 -0.912 -0.265
H 5.22553 -1.70798 0.41501 -0.057 0.010 0.001
C 5.40280 2.95464 -0.19332 0.018 -0.008 0.015
```
Forces are in eV/Å.

Output
Multiplicity: 5
ΔE to the lowest compared entry with this formula, charge and spin, kcal/mol: 0.0
HOMO-LUMO gap (spin up / spin down), Eh: 0.2446 / 0.2414
Total charge: +1
Max |F|, eV/A: 1.815
DFT total energy, eV: -87148.8321
⟨S²⟩: 6.0195